(1)
ORCA calculation (ωB97M-V with the def2-TZVPD basis set) on a molecular structure, C30H27BrF6N3O14S3Sc.

Geometry as XYZ:
```
85
Properties=species:S:1:pos:R:3:forces:R:3
Sc 0.249 0.704 0.162 -0.2 -1.2 -0.1
F -2.673 4.058 -2.719 0.0 0.1 0.0
C -2.362 3.498 -1.539 -0.2 -0.2 0.0
F -3.383 3.701 -0.710 0.1 0.1 0.0
F -1.280 4.077 -1.056 0.0 0.1 0.0
S -2.190 1.672 -1.843 0.0 0.1 -0.1
O -1.614 1.089 -0.638 -1.3 0.7 -0.8
O -3.556 1.337 -2.110 0.1 -0.4 -0.2
N -1.312 1.521 -3.135 0.3 -0.4 0.4
S 0.293 1.671 -3.057 -0.3 1.7 -0.6
O 0.738 2.146 -1.752 0.1 -0.5 -0.4
O 1.044 0.832 -3.935 -0.3 -0.4 0.4
C 0.393 3.234 -4.075 0.1 -0.1 0.0
F 1.660 3.426 -4.479 -0.1 0.0 0.0
F -0.369 3.121 -5.174 0.1 0.1 0.1
F 0.011 4.331 -3.417 0.0 -0.1 0.0
C 7.801 -3.147 -0.187 -0.1 0.1 0.0
C 6.564 -2.339 0.121 0.0 0.0 0.0
C 5.389 -2.519 -0.607 0.0 0.0 0.0
C 4.234 -1.820 -0.298 0.0 0.2 0.0
C 4.252 -0.915 0.760 0.0 0.0 0.0
C 5.416 -0.701 1.479 0.0 0.1 0.0
C 6.568 -1.408 1.155 0.0 0.0 0.0
S 2.710 -0.224 1.343 0.9 -0.9 0.1
O 3.016 0.518 2.549 0.1 0.1 0.0
O 2.253 0.638 0.206 1.2 0.0 0.3
N 1.815 -1.467 1.464 -0.1 0.4 0.2
C 1.166 -1.665 2.746 0.1 0.2 -0.3
C -0.059 -0.766 2.932 0.0 -0.1 -0.2
O -0.826 -0.978 3.871 0.0 0.0 0.0
O -0.193 0.148 2.043 -0.3 0.1 0.6
H 7.649 -3.765 -1.073 0.0 0.0 0.0
H 8.052 -3.807 0.647 0.0 0.0 0.0
H 8.663 -2.498 -0.363 0.0 0.0 0.0
H 5.375 -3.234 -1.424 0.0 0.0 0.0
H 3.320 -1.961 -0.868 0.0 0.0 0.0
H 5.400 0.015 2.294 0.0 -0.1 0.0
H 7.480 -1.241 1.721 0.0 0.0 0.0
H 1.830 -1.455 3.592 0.0 -0.1 0.1
H 0.834 -2.699 2.822 0.0 -0.1 0.0
O -1.841 -3.710 0.432 -0.1 -0.1 0.1
C -1.828 -2.401 0.720 0.0 0.0 -0.1
O -1.001 -1.683 0.225 -0.3 0.0 0.3
C -2.918 -1.985 1.720 0.0 0.0 -0.1
N -4.013 -2.974 1.652 0.1 0.0 -0.2
C -4.866 -2.512 0.529 0.1 0.1 0.1
C -4.656 -0.984 0.385 0.0 0.0 0.0
C -3.563 -0.637 1.415 0.1 0.0 -0.2
H -2.440 -1.984 2.700 0.0 0.0 0.1
H -4.533 -2.922 2.516 0.0 0.0 0.1
H -2.631 -4.056 0.896 -0.1 -0.1 0.0
H -5.903 -2.790 0.714 0.0 0.0 0.0
H -4.544 -3.026 -0.378 0.0 0.0 0.0
H -5.580 -0.434 0.573 0.0 0.0 0.0
H -4.327 -0.726 -0.623 0.0 0.0 0.0
H -3.987 -0.234 2.335 0.0 0.0 0.0
H -2.843 0.086 1.053 0.0 0.1 0.0
Br -3.895 -5.477 -3.932 0.0 0.0 0.0
C -2.532 -4.263 -3.367 0.0 0.0 0.0
C -2.860 -2.939 -3.141 0.0 0.1 0.0
C -1.860 -2.069 -2.726 -0.1 0.0 0.0
C -0.556 -2.504 -2.554 0.0 0.1 0.0
C -0.258 -3.840 -2.788 0.0 -0.2 0.0
C -1.243 -4.733 -3.189 0.0 0.0 0.0
C 0.570 -1.587 -2.103 0.3 0.6 0.3
O 1.704 -2.035 -2.177 0.2 -0.1 -0.1
O 0.271 -0.397 -1.687 -0.2 -1.1 -0.1
H -3.872 -2.582 -3.286 0.0 0.0 0.0
H -2.099 -1.039 -2.536 0.0 0.2 0.0
H 0.762 -4.168 -2.636 0.0 0.0 0.0
H -1.013 -5.776 -3.361 0.0 0.0 0.0
O 0.214 2.551 0.990 -0.4 0.7 0.2
C -0.814 3.084 1.565 0.3 0.1 0.0
O -1.946 2.627 1.620 -0.1 0.0 0.1
C -0.559 4.445 2.185 0.2 0.0 -0.1
C -1.586 5.096 2.857 0.0 0.1 0.0
C -1.376 6.354 3.408 0.0 0.0 0.0
C -0.135 6.969 3.284 0.0 0.0 0.0
C 0.892 6.323 2.607 0.0 0.0 0.0
C 0.681 5.063 2.059 0.0 0.0 0.0
H -2.544 4.595 2.927 0.1 0.0 0.0
H -2.181 6.857 3.934 0.0 0.0 0.0
H 0.031 7.953 3.712 0.0 0.0 0.0
H 1.860 6.803 2.506 0.0 0.0 0.0
H 1.461 4.535 1.524 0.0 0.0 0.0
```
Forces are in eV/Å.

Results
total charge	-2
calculated total energy	-7505.92606	a.u.
orbital gap	6.88	eV
highest occupied orbital energy	-3.1946	eV
ΔE to the lowest compared entry with this formula, charge and spin	19.3	kcal per mole
LUMO energy	0.136	Eh

Atomic partial charges in e from the Mulliken method, atoms 1 to 6:
1. Sc 0.091
2. F -0.266
3. C 0.480
4. F -0.248
5. F -0.167
6. S 1.240

(2)
ORCA calculation (ωB97M-V with the def2-TZVPD basis set) on a molecular structure, C30H27CaF10N2O8S3.

Geometry as XYZ:
```
81
Properties=species:S:1:pos:R:3:forces:R:3
Ca -0.687 0.796 -0.084 0.4 0.0 0.1
C 4.002 -2.683 4.576 0.1 0.0 -0.1
C 2.697 -3.443 4.373 -0.1 0.0 -0.1
S 1.571 -2.800 3.108 0.0 0.0 0.2
C 1.258 -1.115 3.698 0.1 -0.1 -0.1
C 2.272 -0.023 3.314 0.0 0.0 -0.2
S 2.987 -0.242 1.653 0.1 0.0 0.1
C 4.743 0.054 1.976 -0.2 0.1 -0.1
C 5.442 -0.793 3.043 0.0 -0.1 0.0
S 5.059 -2.573 3.091 0.0 0.1 0.1
H 4.576 -3.178 5.363 0.0 0.0 0.0
H 3.796 -1.672 4.922 0.0 0.0 0.0
H 2.179 -3.507 5.333 0.0 0.0 0.0
H 2.904 -4.466 4.052 0.0 0.0 0.0
H 1.141 -1.140 4.784 0.0 0.0 0.0
H 0.282 -0.854 3.290 0.0 0.0 0.0
H 3.095 0.024 4.024 0.0 0.0 0.0
H 1.768 0.944 3.352 0.0 0.0 0.0
H 4.896 1.108 2.222 0.0 0.0 0.0
H 5.212 -0.113 1.005 0.0 0.0 0.0
H 5.262 -0.393 4.041 0.0 0.0 0.0
H 6.518 -0.712 2.878 0.0 0.0 0.0
O -0.882 1.823 -2.153 -0.2 0.2 -0.1
C -2.173 1.773 -2.820 0.1 -0.1 -0.2
C -2.832 0.414 -2.391 -0.1 -0.1 -0.2
O -3.626 -0.098 -3.167 0.0 0.0 0.1
O -2.512 0.027 -1.221 0.1 0.1 0.0
C -3.106 2.841 -2.269 -0.1 0.1 0.0
C -3.991 3.532 -3.094 0.0 0.0 0.0
C -4.871 4.466 -2.571 0.0 0.0 0.1
C -4.891 4.724 -1.208 0.0 0.0 -0.1
C -4.042 4.017 -0.373 0.0 0.0 0.0
C -3.168 3.079 -0.900 -0.1 0.0 0.2
C -1.863 1.948 -4.303 0.0 -0.1 0.1
C -1.413 3.197 -4.736 0.0 0.0 0.0
C -0.983 3.388 -6.039 0.0 0.1 0.0
C -0.995 2.329 -6.937 0.0 0.0 0.0
C -1.433 1.084 -6.514 0.0 0.0 0.0
C -1.861 0.891 -5.206 0.0 0.0 0.0
H -0.452 2.662 -2.365 0.0 0.0 0.1
H -4.002 3.331 -4.157 0.0 0.0 0.0
H -5.548 4.991 -3.233 0.0 0.0 0.0
H -5.575 5.456 -0.796 0.0 0.0 0.0
H -4.062 4.181 0.697 0.0 0.0 0.0
H -2.577 2.507 -0.191 0.0 0.2 -0.2
H -1.406 4.035 -4.046 0.0 0.0 0.0
H -0.638 4.365 -6.354 0.0 0.0 0.0
H -0.662 2.475 -7.957 0.0 0.0 0.0
H -1.442 0.250 -7.205 0.0 0.0 0.0
H -2.217 -0.076 -4.887 0.0 0.0 0.0
F -0.582 5.162 1.374 0.0 0.0 0.0
C 0.173 4.912 0.294 0.0 -0.1 0.0
F -0.664 4.664 -0.724 0.0 0.1 0.1
F 0.835 6.042 -0.010 0.0 0.0 0.0
C 1.096 3.668 0.553 0.1 0.3 0.0
O 0.384 2.556 0.592 0.0 0.1 -0.1
C 2.161 3.614 -0.600 0.0 0.0 0.1
F 2.769 2.427 -0.630 0.0 0.1 0.0
F 1.558 3.774 -1.803 0.1 0.0 0.1
F 3.108 4.563 -0.503 -0.1 -0.1 -0.1
C 1.855 3.899 1.908 -0.1 0.0 0.0
F 2.985 3.173 1.962 0.0 0.0 0.0
F 2.203 5.185 2.117 0.0 -0.1 0.0
F 1.090 3.520 2.935 0.1 0.1 0.0
F -6.120 -0.138 1.147 0.0 0.0 0.0
C -5.333 -0.999 1.810 0.0 0.1 -0.2
C -4.153 -1.378 1.306 -0.1 0.0 0.0
N -3.338 -2.266 1.968 0.1 -0.2 0.0
C -2.034 -2.587 1.406 0.1 0.2 0.0
C -1.172 -1.335 1.215 -0.2 -0.7 0.0
O -0.206 -1.422 0.425 0.2 -0.2 -0.1
O -1.496 -0.274 1.798 -0.4 0.2 0.3
C -3.690 -2.805 3.186 0.1 0.0 0.0
O -3.003 -3.589 3.812 0.0 0.0 0.0
N -4.918 -2.387 3.658 -0.1 0.1 0.0
C -5.816 -1.487 3.085 0.1 -0.1 0.1
O -6.856 -1.198 3.637 0.0 0.0 0.0
H -3.799 -1.007 0.347 0.0 0.0 0.0
H -2.138 -3.076 0.439 0.0 0.0 0.0
H -1.529 -3.269 2.086 0.0 0.0 0.0
H -5.181 -2.770 4.554 0.0 0.0 0.0
```
Forces are in eV/Å.

Results
total charge	-1
calculated total energy	-4742.06343	a.u.
orbital gap	8.08	eV
highest occupied orbital energy	-5.9225	eV
ΔE to the lowest compared entry with this formula, charge and spin	0.0	kcal per mole
LUMO energy	0.079	Eh

Atomic partial charges in e from the Mulliken method, atoms 1 to 6:
1. Ca 1.370
2. C -0.477
3. C -0.837
4. S -0.049
5. C -0.682
6. C -0.637

(3)
ORCA calculation (ωB97M-V with the def2-TZVPD basis set) on a molecular structure, C30H27Cl2N6O3PtS.

Geometry as XYZ:
```
70
Properties=species:S:1:pos:R:3:forces:R:3
Pt -1.244 -0.038 0.266 -0.5 0.7 -0.3
Cl 0.427 -4.749 4.853 0.0 0.0 0.0
C -0.067 -3.981 3.379 0.0 0.0 0.0
C -0.243 -2.604 3.381 0.0 0.0 0.0
C -0.624 -1.962 2.214 0.1 0.0 -0.1
N -0.787 -0.573 2.096 0.1 0.0 0.0
C -0.699 0.360 3.049 0.0 -0.1 0.0
O -0.509 0.209 4.248 0.0 0.0 0.0
C -0.904 1.745 2.473 0.0 0.0 0.0
C -0.831 2.846 3.303 0.0 0.0 0.0
C -1.127 4.094 2.787 0.0 0.0 0.0
C -1.526 4.192 1.463 0.0 0.0 0.1
C -1.563 3.047 0.690 -0.1 0.1 0.0
N -1.216 1.857 1.171 -0.1 0.0 0.1
C -0.844 -2.711 1.037 0.1 0.1 0.0
C -0.670 -4.084 1.050 0.0 0.0 0.0
C -0.275 -4.714 2.222 0.0 0.0 0.0
Cl -0.044 -6.433 2.195 0.0 0.0 0.0
N -1.225 -1.970 -0.094 0.1 -0.1 -0.1
C -1.498 -2.411 -1.326 0.0 0.0 0.1
O -1.500 -3.564 -1.738 0.1 0.0 0.0
C -1.965 -1.280 -2.218 0.0 0.0 0.0
C -2.430 -1.555 -3.488 0.0 0.0 0.0
C -3.011 -0.537 -4.223 0.0 0.0 0.0
C -3.141 0.716 -3.646 0.0 -0.1 0.0
C -2.622 0.924 -2.383 -0.2 0.0 0.1
N -2.006 -0.038 -1.705 0.0 -0.2 0.0
H -0.080 -2.030 4.279 0.0 0.0 0.0
H -0.557 2.676 4.334 0.0 0.0 0.0
H -1.065 4.978 3.408 0.0 0.0 0.0
H -1.807 5.138 1.025 0.0 0.0 0.0
H -1.863 3.086 -0.347 -0.1 0.1 0.2
H -0.831 -4.653 0.148 0.0 0.0 0.0
H -2.343 -2.572 -3.843 0.0 0.0 0.0
H -3.377 -0.720 -5.225 0.0 0.0 0.0
H -3.633 1.528 -4.161 0.0 0.0 0.0
H -2.702 1.884 -1.896 -0.1 -0.1 0.0
O -5.359 -1.017 1.732 -0.1 0.0 0.0
S -3.931 -1.166 1.471 0.1 0.1 -0.1
N -3.262 -0.043 0.755 -0.5 -0.1 0.2
C 2.629 -2.242 0.707 -0.1 0.0 0.0
C 3.151 -0.872 1.149 0.0 0.0 0.0
C 2.482 -0.327 2.411 0.0 0.0 0.0
C 3.101 0.148 0.022 0.1 -0.2 0.2
C 4.326 0.650 -0.382 -0.1 0.0 -0.1
C 4.475 1.577 -1.410 -0.2 -0.1 0.0
C 3.310 1.960 -2.051 0.0 0.0 0.0
C 2.049 1.487 -1.701 0.0 0.2 -0.1
C 0.926 1.917 -2.629 0.1 0.0 0.1
C 0.464 0.739 -3.492 0.0 -0.1 0.1
C -0.210 2.612 -1.886 0.4 -0.1 -0.2
C 1.840 0.552 -0.605 0.0 1.0 -0.6
N 0.708 -0.021 -0.228 0.3 -1.7 0.8
H 2.590 -2.949 1.543 0.0 0.0 0.0
H 3.286 -2.656 -0.062 0.0 0.0 0.0
H 1.635 -2.131 0.276 0.0 0.0 0.0
H 4.208 -1.008 1.400 0.0 0.0 0.0
H 1.500 0.051 2.144 0.0 0.0 0.0
H 3.069 0.504 2.813 0.0 0.0 0.0
H 2.382 -1.088 3.191 0.0 0.0 0.0
H 5.212 0.296 0.139 0.0 0.0 0.0
H 5.445 1.957 -1.706 0.0 0.0 0.0
H 3.376 2.655 -2.886 0.0 0.0 0.0
H 1.348 2.663 -3.310 0.0 0.0 0.0
H 0.172 -0.095 -2.852 0.1 0.1 -0.1
H 1.295 0.398 -4.111 0.0 0.0 0.0
H -0.370 1.008 -4.151 0.0 0.0 0.0
H -0.616 1.913 -1.157 0.2 0.2 -0.3
H -1.000 2.950 -2.567 0.1 0.0 0.0
H 0.175 3.478 -1.342 0.0 0.0 0.0
```
Forces are in eV/Å.

Results
total charge	-1
calculated total energy	-3151.57343	a.u.
orbital gap	4.55	eV
highest occupied orbital energy	-2.7870	eV
ΔE to the lowest compared entry with this formula, charge and spin	80.1	kcal per mole
LUMO energy	0.065	Eh

Atomic partial charges in e from the Mulliken method, atoms 1 to 6:
1. Pt 0.200
2. Cl -0.247
3. C 0.120
4. C -0.579
5. C -0.267
6. N 0.599